22
Properties=species:S:1:pos:R:3:forces:R:3 method="wB97M-V/def2-TZVPD" gap_ev=6.17 e_tot_ha=-6706.87205 multiplicity=1 total_charge=-1
Te -2.95609 -0.61826 1.30394 -0.767 -0.305 -0.060
Te -1.85199 1.84199 1.68012 -0.460 0.759 0.541
Zr -0.14822 -0.26287 0.21021 1.450 -0.096 -0.118
Se -1.24327 -2.47876 1.13390 -0.562 -0.290 0.444
Se -0.42863 2.32143 -0.32849 -0.390 0.450 -0.003
Cl -1.58520 -0.62322 -1.87342 -0.656 -0.397 -1.499
Cl 3.64124 -1.77250 -2.52211 0.130 -0.072 -0.084
O 0.63142 0.05058 1.92577 1.266 0.022 1.086
N 1.24823 -0.86445 -1.00251 -0.821 0.281 0.093
C 0.45901 -2.27714 -4.89992 0.084 -0.008 0.025
C -0.56796 -1.78032 -4.11302 -0.161 0.000 -0.029
C 1.75703 -2.26163 -4.39117 -0.023 -0.067 -0.195
C 2.01203 -1.78524 -3.12900 -0.293 0.221 0.485
C 1.00217 -1.28204 -2.23386 0.332 -0.512 -1.121
C 1.99700 -0.23743 2.10050 0.367 0.011 0.333
C -0.28590 -1.30036 -2.85488 0.459 -0.028 0.007
H 2.13413 -1.26620 2.45500 -0.022 0.024 0.024
H 0.25924 -2.66746 -5.88826 -0.002 0.021 0.000
H 2.58160 -2.62546 -4.99173 0.003 -0.007 0.032
H 2.43780 0.43858 2.84265 -0.044 0.006 -0.015
H -1.59100 -1.76729 -4.46903 0.022 0.017 -0.010
H 2.55022 -0.13054 1.16155 0.087 -0.029 0.065

***

20
Properties=species:S:1:pos:R:3:forces:R:3 method="wB97M-V/def2-TZVPD" gap_ev="8.37 / 6.48" e_tot_ha=-1931.19123 multiplicity=1
Cl 4.30866 0.21888 -1.57968 -0.492 0.516 0.225
Cl 3.45029 -0.13458 1.11937 0.012 0.057 1.104
Cl 2.29123 -1.68942 -1.03711 -0.481 0.398 0.387
O -2.03424 -0.89575 -0.73013 -0.021 -0.261 0.634
O -0.88677 1.48522 -0.84313 1.159 -0.232 0.710
O -0.55600 -0.03528 0.82844 0.041 0.352 -0.155
N 1.66496 2.39692 1.34977 1.229 1.051 0.879
C -1.65330 -3.34190 0.81985 -0.039 -2.004 0.021
C -0.12862 1.09062 0.21518 -2.788 -1.159 -1.914
C -1.41588 -1.01538 0.28240 1.070 1.415 -1.086
C -1.18530 -2.12976 1.15315 -0.303 -2.340 1.485
C -0.85614 2.84960 -1.28885 1.715 1.038 1.288
C 2.99342 -0.18421 -0.47871 0.990 -1.152 -1.714
C 0.83501 1.77989 0.85081 0.131 0.578 -0.145
H -1.90835 3.11485 -1.22255 0.149 0.571 -0.308
H -1.52920 -4.27567 1.43776 0.278 1.440 -0.147
H -2.15528 -3.70386 -0.11782 0.364 1.462 0.723
H -0.20158 3.50083 -0.51079 -1.543 -1.301 -2.059
H -0.44674 2.91538 -2.34502 -0.473 -0.104 1.414
H -0.58614 -1.94638 2.09707 -0.998 -0.325 -1.344

***

17
Properties=species:S:1:pos:R:3:forces:R:3 method="wB97M-V/def2-TZVPD" gap_ev=9.48 e_tot_ha=-2111.06527 multiplicity=1
Cl -1.76203 2.36872 4.23537 0.305 0.480 1.129
Cl -2.41143 1.69178 1.66238 0.687 0.001 -1.024
Cl 0.25636 0.82353 2.87717 -1.237 -0.010 -0.052
Cl -2.39289 -0.33301 3.54560 0.410 -0.717 0.442
C -0.37588 0.49156 -1.18311 -0.516 -2.099 -1.456
C 0.78590 0.58129 -0.44300 -1.316 1.729 0.538
C -1.51792 1.10361 3.07413 -0.206 0.235 -0.254
C -0.50134 -0.59822 -2.07826 1.454 0.605 1.066
C 0.58228 -1.49545 -2.14462 -0.527 -0.220 -0.660
C 1.84713 -0.26247 -0.56852 0.683 -1.750 0.449
C 1.76332 -1.37226 -1.41127 -1.194 0.939 -0.371
H 2.54312 -2.11234 -1.51429 0.064 0.055 0.130
H -1.39666 -0.73198 -2.66726 0.019 -0.152 -0.034
H -1.26139 1.09302 -1.03998 0.312 0.459 0.190
H 0.47190 -2.34271 -2.80521 0.052 -0.168 -0.112
H 0.72384 1.36046 0.30228 0.706 0.080 0.114
H 2.64569 -0.26553 0.15860 0.304 0.532 -0.097

***

21
Properties=species:S:1:pos:R:3:forces:R:3 method="wB97M-V/def2-TZVPD" gap_ev=7.54 e_tot_ha=-1704.95417 multiplicity=1 total_charge=-1
I -0.13892 0.45356 -3.97587 0.009 0.020 0.036
Cl 2.64484 0.27032 -1.44868 -0.093 -0.146 0.218
P 1.16599 1.78710 -1.42727 -0.457 1.256 -0.717
O -2.63052 1.16284 -1.19573 -0.290 -0.551 0.272
O -1.44437 2.81072 -2.12869 0.543 0.384 -0.047
O 0.97553 2.09276 0.17104 0.489 -0.488 -0.085
N -0.95480 -0.22333 2.38380 0.283 -0.295 -0.032
N -0.46568 -0.58380 -1.26791 0.035 0.460 0.078
C -1.62532 1.66135 -1.69321 -0.351 0.740 -0.073
C -1.06637 -0.09352 1.06552 -0.370 0.303 -0.112
C -0.00477 -1.05232 2.83305 -0.030 0.193 -0.492
C 0.74122 -1.57905 0.59761 -0.612 0.315 0.372
C 0.84392 -1.72341 1.97412 0.307 -0.495 0.144
C -0.25896 -0.73508 0.11391 0.277 -0.364 0.171
C -0.36025 0.77099 -1.83638 0.358 -1.407 -0.019
H -1.84457 0.55634 0.69224 -0.096 0.057 0.005
H 1.23532 1.33449 0.71229 -0.294 -0.002 0.199
H 0.10443 -1.23430 -1.78545 0.169 0.004 -0.008
H 0.08902 -1.18470 3.90083 -0.066 0.060 0.160
H 1.58912 -2.39014 2.38753 0.090 -0.011 0.030
H 1.40515 -2.10083 -0.07275 0.099 -0.032 -0.100